The following is a quantum chemistry calculation of C25H52N2O2P2Sn as an isolated structure, from the OMol25 dataset.

```
84
C25H52N2O2P2Sn ωB97M-V with the def2-TZVPD basis set
H 2.0637 -3.5895 -0.3232
H 1.0147 -0.5823 4.7425
H -1.8902 -2.8757 2.4669
H 4.1252 -2.9406 1.4197
H 1.9128 2.9850 -5.2435
Sn 1.4735 -0.4095 -1.3697
N -2.4512 1.1624 1.4995
O -1.9721 -0.7920 -0.8545
H 4.6756 -1.4004 2.1006
C 3.7901 -1.9417 1.7307
H 0.1107 -0.4950 -5.8884
C -0.2105 -1.8984 3.5137
H 3.4235 -1.4046 0.8366
C 2.2567 2.3714 -3.1736
C -1.6211 -1.9062 2.9038
C 2.1565 3.4388 -4.2691
H 1.1874 -5.0870 3.1716
H 4.0603 -2.8334 4.3548
H -2.0562 2.0673 -4.3377
C 2.5188 -2.3806 -2.4625
H 2.5382 2.8587 -2.2258
H -3.6339 0.0108 0.2348
H -0.6175 2.7101 2.5890
C -0.4527 3.1546 -2.3080
P 0.5659 1.6603 -2.7837
H 0.2439 1.8687 -5.1642
H 0.1814 -1.0557 -4.2065
C 0.4969 -0.2462 -4.8844
C 0.2863 4.0563 -1.2891
H 3.1306 3.9444 -4.3717
C 0.3830 -4.9135 2.4461
C -2.6848 2.1238 2.4057
H -2.6473 3.2024 -2.3969
O 3.0020 -2.9694 -3.3245
H 0.5150 3.5011 -0.3580
H -1.4371 2.4372 4.1324
H 1.5961 -0.2491 -4.9439
H -4.6098 2.9849 3.0363
H 0.2397 -5.8495 1.8937
C 3.3668 1.3579 -3.5038
H -6.2789 0.0541 1.1962
H 2.7282 -1.0184 3.3314
C 0.7418 -3.8193 1.4431
H 2.3490 -2.9769 4.7846
C 3.0615 -3.0355 3.9500
H 0.8396 -1.1894 1.3577
C -6.0197 1.1173 1.1440
H -0.5414 -4.7107 3.0008
C -1.5854 2.8199 3.1088
H -6.2528 1.4536 0.1277
H 3.0643 -4.0649 3.5694
H -1.7519 -1.1428 2.1209
H 1.2291 4.4578 -1.6978
C -0.0944 1.1055 -4.4474
H -1.9625 0.6685 -5.4348
N -3.6097 0.7281 0.9580
H 3.4648 0.5531 -2.7539
H 3.2440 0.9051 -4.4990
H -0.1405 -2.7184 4.2584
C -1.8561 2.7914 -1.7538
C 1.8375 -4.2913 0.4911
H -2.3621 -1.6914 3.6883
H -0.5846 3.7346 -3.2461
H 4.3357 1.8863 -3.4962
H 0.1140 0.2733 3.4692
H -2.0080 0.3965 -3.6752
H -1.8437 3.8872 3.1872
H 1.4053 4.2080 -4.0378
H -1.5613 0.7393 1.2876
H -2.0189 1.7091 -1.6813
H 2.7650 -4.5334 1.0245
H -6.6748 1.6632 1.8262
C -4.0656 2.2965 2.4113
H 1.4935 -5.2296 0.0347
C -4.6233 1.3951 1.5070
H -2.0170 3.2131 -0.7498
C -1.6262 1.0637 -4.4637
H -0.7251 -0.3254 4.9220
H -0.1526 -3.6091 0.8394
P 1.0483 -2.2336 2.2601
H -0.3491 4.9258 -1.0238
C 0.0666 -0.5545 4.1952
C -0.8679 -0.9639 -1.1946
C 2.7548 -2.0130 2.8648
```

Output
Energy   -58211.9146 eV
HOMO   -20.47 eV
Charge   +4
2S+1   1
Molecular weight   593.362 g mol⁻¹

How is the electron density shared among the atoms? According to Löwdin, the charges in e are: 0.0256, 0.0884, 0.0837, 0.0860, 0.0946, 1.1333, 0.0710, 0.1085, 0.1121, -0.0860, 0.1196, -0.5054, 0.0193, -0.5479, -0.0850, -0.0703, 0.0908, 0.1152, 0.0843, -0.0648, 0.1061, 0.1622, 0.0851, -0.4851, 0.9579, 0.1177, 0.0598, -0.0952, -0.0929, 0.1193, -0.0615, -0.2360, 0.1031, 0.2106, 0.0821, 0.1079, 0.0659, 0.1502, 0.1123, -0.1010, 0.1113, 0.1175, -0.5097, 0.0956, -0.0642, -0.0214, 0.0273, 0.0871, 0.0151, 0.1127, 0.0847, 0.0349, 0.0799, -0.5102, 0.1139, 0.1107, 0.0102, 0.0914, 0.1418, -0.1049, -0.0755, 0.1137, 0.1337, 0.1218, 0.0659, 0.0691, 0.1176, 0.0854, 0.1352, 0.0262, 0.0937, 0.1130, 0.0939, 0.1131, -0.2309, 0.0777, -0.0819, 0.1089, 0.1092, 1.0874, 0.1151, -0.0853, -0.0740, -0.4981